(1)
C57H44ClN4O7Pd | ωB97M-V with the def2-TZVPD basis set

The geometry in XYZ format:
```
114
Properties=species:S:1:pos:R:3:forces:R:3
Pd 0.376 0.211 -0.107 0.0 1.0 1.6
C 6.852 6.937 -3.479 0.0 0.2 0.1
O 6.427 5.732 -4.057 -0.2 -0.4 0.0
C 5.529 4.948 -3.374 -0.1 -0.1 -0.2
C 5.128 5.144 -2.061 0.3 0.3 -0.1
C 4.191 4.294 -1.493 -0.2 -0.1 -0.1
C 3.636 3.239 -2.206 0.1 0.2 0.1
C 4.071 3.033 -3.512 0.0 0.1 0.0
C 4.996 3.877 -4.091 0.1 0.2 0.0
C 2.633 2.351 -1.562 0.0 -0.5 0.3
C 3.143 1.329 -0.745 -0.8 0.3 -0.1
C 4.529 1.122 -0.491 0.4 -0.6 0.5
C 4.615 0.119 0.431 0.4 0.7 -0.6
C 3.280 -0.288 0.725 -0.8 -0.3 0.3
N 2.404 0.454 -0.005 -0.1 -0.1 -0.3
C 2.949 -1.306 1.643 -0.4 0.4 -0.7
C 1.662 -1.821 1.813 -0.1 0.4 -0.2
C 1.334 -2.881 2.717 -0.5 -0.2 0.2
C -0.006 -3.077 2.630 0.5 -0.1 0.2
C -0.512 -2.122 1.688 0.1 0.5 -0.3
C -1.869 -1.911 1.423 0.2 0.6 -0.4
C -2.845 -2.721 2.173 -0.3 0.0 0.2
C -3.694 -2.081 3.069 0.2 -0.2 0.0
C -4.582 -2.789 3.859 -0.3 -0.2 0.3
C -4.657 -4.169 3.742 0.1 -0.1 0.0
O -5.490 -4.970 4.486 0.2 0.0 -0.3
C -6.200 -4.373 5.541 -0.1 0.1 0.1
C -3.830 -4.819 2.826 -0.2 -0.1 0.2
C -2.929 -4.107 2.062 -0.1 0.1 0.1
C -2.382 -0.859 0.643 0.9 -0.1 0.2
N -1.654 0.127 0.038 0.0 -0.2 -0.2
C -2.542 0.996 -0.524 0.8 0.4 -0.3
C -2.216 2.155 -1.250 0.3 -0.6 0.3
C -3.314 3.047 -1.678 -0.2 0.2 0.0
C -3.603 3.257 -3.026 -0.1 0.0 0.1
C -4.539 4.191 -3.420 -0.2 0.2 0.0
C -5.201 4.967 -2.469 0.0 0.0 -0.1
O -6.056 5.933 -2.949 0.3 -0.4 -0.1
C -6.540 6.872 -2.026 -0.1 0.2 0.2
C -4.964 4.728 -1.121 -0.3 0.3 0.0
C -4.041 3.768 -0.740 0.2 -0.1 -0.1
C -0.916 2.549 -1.576 0.3 -0.4 0.5
C -0.587 3.704 -2.361 0.5 0.3 -0.2
C 0.765 3.742 -2.473 -0.4 0.2 -0.1
C 1.279 2.627 -1.734 -0.2 -0.5 0.4
N 0.235 1.931 -1.187 0.1 0.0 -0.1
C -3.872 0.540 -0.284 -0.4 -0.6 0.4
C -3.772 -0.618 0.430 -0.5 0.7 -0.3
N 0.523 -1.371 1.211 0.0 0.0 -0.3
C 4.041 -1.742 2.530 0.2 0.0 0.3
C 4.669 -0.764 3.299 -0.2 -0.2 -0.1
C 5.730 -1.062 4.130 0.3 -0.1 0.3
C 6.196 -2.368 4.217 0.0 0.0 0.0
O 7.264 -2.753 4.994 -0.4 -0.2 -0.3
C 7.975 -1.734 5.646 0.1 0.2 0.1
C 5.565 -3.362 3.472 0.2 0.0 0.2
C 4.502 -3.053 2.644 0.0 0.2 -0.1
H 7.436 7.440 -4.250 0.0 0.0 0.1
H 7.476 6.776 -2.591 0.0 0.0 -0.1
H 6.005 7.574 -3.206 0.0 0.0 0.0
H 5.532 5.951 -1.469 0.0 0.1 0.0
H 3.880 4.459 -0.471 0.0 0.0 0.1
H 3.673 2.203 -4.076 -0.1 -0.1 -0.1
H 5.321 3.736 -5.110 0.0 -0.1 -0.1
H 5.330 1.659 -0.961 0.1 0.1 0.0
H 5.505 -0.307 0.855 0.1 0.0 0.0
H 2.036 -3.385 3.354 0.0 -0.1 0.1
H -0.599 -3.782 3.179 -0.1 -0.1 0.1
H -3.629 -1.009 3.178 0.0 0.1 0.0
H -5.193 -2.257 4.572 -0.1 0.0 0.0
H -6.781 -5.171 6.001 0.0 0.1 0.0
H -6.883 -3.590 5.190 0.0 -0.1 0.0
H -5.524 -3.943 6.292 -0.1 0.0 -0.1
H -3.913 -5.891 2.744 0.0 -0.1 0.0
H -2.278 -4.621 1.371 0.0 0.0 -0.1
H -3.071 2.681 -3.766 0.1 -0.1 -0.1
H -4.760 4.352 -4.465 0.0 0.0 -0.1
H -7.099 7.608 -2.605 0.0 -0.1 0.1
H -5.719 7.376 -1.501 -0.1 -0.1 0.0
H -7.209 6.410 -1.290 0.0 0.1 0.0
H -5.480 5.286 -0.352 0.0 0.0 0.0
H -3.865 3.606 0.314 0.1 0.0 0.1
H -1.294 4.395 -2.778 -0.1 0.1 0.0
H 1.367 4.470 -2.985 0.1 0.1 -0.1
H -4.772 1.022 -0.625 0.0 0.0 -0.1
H -4.572 -1.246 0.777 -0.1 -0.1 0.0
H 4.315 0.254 3.239 0.0 0.1 0.0
H 6.179 -0.266 4.702 0.1 0.0 0.1
H 8.800 -2.222 6.162 0.0 0.1 0.0
H 7.349 -1.210 6.378 0.1 0.0 0.0
H 8.373 -1.003 4.932 0.0 0.0 0.1
H 5.930 -4.375 3.548 0.0 -0.1 0.0
H 4.041 -3.831 2.054 0.0 -0.1 -0.1
C -1.102 -5.810 -1.474 0.0 0.1 -0.1
C -2.166 -4.769 -1.636 0.1 0.1 -0.1
C -3.415 -4.900 -1.063 0.0 0.2 -0.1
C -4.345 -3.879 -1.184 0.2 0.2 -0.2
Cl -5.900 -4.060 -0.437 -0.3 0.0 0.2
C -4.039 -2.720 -1.869 -0.1 -0.3 0.1
C -2.796 -2.585 -2.466 0.3 0.1 -0.2
C -1.859 -3.609 -2.372 0.1 -0.2 -0.1
O -0.643 -3.627 -2.974 -0.4 -0.6 0.3
C -0.183 -2.466 -3.627 0.1 0.9 0.1
C 0.072 -1.296 -2.607 0.3 -1.2 -0.3
O 0.784 -1.610 -1.633 0.2 -0.7 -0.3
O -0.443 -0.206 -2.845 -0.7 0.8 -0.8
H -1.429 -6.613 -0.817 0.0 0.0 0.0
H -0.214 -5.330 -1.066 0.1 -0.1 0.1
H -0.818 -6.227 -2.441 0.0 -0.1 0.0
H -3.667 -5.790 -0.506 0.0 -0.1 0.1
H -4.749 -1.910 -1.937 -0.1 0.0 0.0
H -2.573 -1.662 -2.977 0.2 0.1 -0.1
H -0.885 -2.140 -4.406 0.0 -0.1 0.1
H 0.773 -2.746 -4.080 -0.2 0.0 0.0
```
Forces are in eV/Å.

total charge	-1
HOMO	-0.1420	Eh
maximum force	0.0367	Eh/bohr
relative energy (zero: lowest compared OMol25 entry of this formula, charge and spin)	0.159	eV
lowest unoccupied orbital energy	1.551	eV
frontier orbital gap	5.42	eV
2S+1	1

(2)
C57H45BrCl2N6O5SSiYb | ωB97M-V with the def2-TZVPD basis set

The geometry in XYZ format:
```
119
Properties=species:S:1:pos:R:3:forces:R:3
Yb 15.290 15.104 14.691 -1.3 0.2 -0.4
Br 14.866 22.695 16.340 0.0 -1.0 -0.5
C 15.234 20.806 15.959 -0.1 0.8 1.2
C 15.884 20.090 16.943 -0.2 1.1 0.9
C 16.208 18.782 16.786 1.7 -0.4 1.5
C 15.898 18.085 15.634 -0.3 -0.5 -0.5
O 16.235 16.857 15.466 0.5 0.2 0.5
C 15.158 18.820 14.681 -0.1 -1.8 -1.6
C 14.824 18.216 13.388 -0.2 0.3 0.1
N 15.022 16.992 13.087 0.1 -0.2 -0.8
C 14.861 16.696 11.698 -0.2 0.6 0.1
C 15.664 17.280 10.725 0.4 -0.5 -1.4
C 15.520 16.926 9.357 0.1 0.9 -0.1
C 14.536 15.998 8.985 0.5 0.1 -0.2
C 13.622 15.572 9.959 0.6 -0.1 -0.6
C 12.485 14.736 9.610 0.2 0.4 -0.1
C 11.667 14.303 10.551 -1.3 -1.1 -1.2
C 11.746 14.614 11.960 -0.4 1.0 0.9
N 12.880 15.472 12.292 0.3 1.0 0.6
C 13.785 15.911 11.300 0.0 -0.6 0.5
C 14.840 20.126 14.857 -1.1 2.6 -1.3
H 16.052 20.593 17.881 0.4 0.0 0.2
H 16.870 18.316 17.548 -0.8 0.1 -0.5
H 14.374 18.858 12.594 0.5 0.0 0.6
H 16.516 17.916 10.956 -0.3 0.0 0.4
H 16.124 17.505 8.582 -0.6 -1.3 1.1
H 14.551 15.511 7.971 -0.4 0.9 1.0
H 12.265 14.590 8.558 0.1 -0.3 0.1
H 10.833 13.701 10.230 -0.3 -0.2 0.1
H 10.778 15.018 12.381 0.8 -0.3 -0.6
H 14.272 20.705 14.106 0.3 -0.7 0.2
C 17.941 14.310 18.152 0.7 -0.8 1.3
C 16.978 13.632 17.268 1.2 0.9 -1.5
O 16.714 14.126 16.149 0.0 -0.6 1.6
N 16.522 12.462 17.659 -1.4 -0.5 -0.9
C 15.370 11.940 16.903 0.8 -0.6 -0.9
C 15.718 11.697 15.391 0.9 -3.5 2.0
C 16.298 10.479 15.019 -0.3 0.3 2.0
C 16.325 10.126 13.694 0.3 -2.6 -0.6
C 15.809 10.936 12.721 -1.0 2.7 1.3
C 15.238 12.177 13.235 2.1 -1.5 -4.9
N 15.299 12.505 14.478 -2.0 2.8 0.3
H 17.457 14.536 19.104 0.2 0.1 0.0
H 18.283 15.177 17.685 0.2 1.7 -0.7
H 18.871 13.737 18.329 -0.7 -0.2 0.1
H 16.699 12.103 18.570 0.2 0.0 0.4
H 14.656 12.763 16.793 -0.6 -0.5 0.7
H 15.058 10.975 17.453 0.0 1.7 -1.2
H 16.659 9.800 15.834 -0.3 0.6 -1.0
H 16.624 9.065 13.495 0.2 1.1 -0.2
H 15.884 10.838 11.643 -0.2 -0.5 0.2
H 14.997 12.908 12.375 -0.1 -0.9 2.1
S 11.817 12.139 13.440 0.2 0.3 0.0
C 12.335 13.664 12.955 -0.3 -1.6 0.3
N 13.350 14.439 13.257 0.4 1.1 -0.4
Cl 12.108 11.141 16.743 0.1 0.2 -0.3
C 12.179 11.157 18.460 0.1 -1.0 -0.3
C 12.063 9.945 19.133 -0.5 -0.7 0.6
C 11.994 9.962 20.551 0.2 0.2 -1.0
C 12.176 11.140 21.287 -0.2 0.1 -0.6
C 12.316 12.337 20.543 0.3 -1.5 0.8
Cl 12.568 13.795 21.451 -0.1 0.0 -0.2
C 12.289 12.356 19.132 -0.3 1.0 2.0
N 12.178 13.634 18.565 1.2 -0.6 -0.5
C 10.930 13.933 18.001 0.6 0.0 -1.1
C 9.793 13.110 18.050 -0.1 0.2 0.1
C 8.604 13.472 17.381 1.5 -0.2 0.5
C 8.608 14.571 16.580 0.5 0.9 0.3
C 9.715 15.421 16.613 0.1 -1.0 0.1
C 10.895 15.132 17.268 -0.8 0.5 1.0
C 11.985 16.206 17.385 -0.4 -1.6 -0.9
C 13.095 15.877 16.414 1.0 1.9 -0.9
O 13.421 16.638 15.454 -1.0 -0.9 0.8
O 13.783 14.855 16.653 1.0 -1.5 0.1
H 11.907 9.006 18.512 0.3 1.3 1.1
H 11.768 9.043 21.064 0.2 -0.2 0.2
H 12.154 11.102 22.403 0.0 0.3 -1.2
H 13.064 13.950 18.065 -1.8 0.0 0.1
H 9.838 12.159 18.571 -0.1 0.2 0.1
H 7.699 12.933 17.494 -0.5 -0.9 0.1
H 7.748 14.870 16.021 -0.5 0.1 -0.2
H 9.613 16.331 16.112 0.1 1.4 -0.9
H 12.399 16.284 18.390 -0.1 -0.1 0.1
H 11.511 17.094 17.076 -0.2 1.4 -0.2
O 16.777 14.629 13.253 0.4 0.6 0.3
Si 18.365 14.583 13.073 0.1 -1.9 -0.7
C 19.050 12.897 13.829 0.0 1.7 -0.5
C 19.559 12.858 15.142 -0.4 -0.8 -0.4
C 20.059 11.651 15.627 0.1 0.2 1.2
C 20.099 10.529 14.793 0.1 -0.2 0.4
C 19.641 10.567 13.477 0.6 -0.1 -0.4
C 19.129 11.783 13.003 0.8 -1.0 1.2
C 18.636 14.460 11.158 0.3 0.8 2.2
C 19.940 14.487 10.652 -0.4 -0.2 -1.3
C 20.074 14.289 9.274 0.4 0.4 0.6
C 18.965 14.235 8.427 1.6 -0.6 0.2
C 17.701 14.362 8.939 -0.8 0.3 0.5
C 17.527 14.463 10.330 -0.3 -0.5 -0.8
C 19.432 15.938 13.815 -0.7 0.3 0.2
C 18.851 17.218 13.854 0.0 -2.3 -0.1
C 19.560 18.264 14.357 -1.5 2.2 -0.6
C 20.820 18.138 14.865 1.0 1.5 0.2
C 21.331 16.882 14.929 2.6 -1.0 0.7
C 20.680 15.806 14.402 -0.1 -1.8 -0.9
H 19.534 13.754 15.761 0.0 -0.2 -0.1
H 20.411 11.583 16.713 -0.4 0.0 -1.7
H 20.536 9.638 15.226 0.0 -0.2 -0.2
H 19.799 9.714 12.752 -0.3 0.9 1.1
H 18.921 11.803 11.967 -0.6 0.4 -0.9
H 20.822 14.683 11.272 -0.4 -0.3 -0.1
H 21.060 14.232 8.821 0.0 0.0 0.1
H 19.278 13.971 7.425 -0.9 0.4 -0.4
H 16.815 14.443 8.320 0.1 -0.3 -0.2
H 16.496 14.494 10.732 0.8 0.1 -0.1
H 17.823 17.207 13.531 -0.2 0.9 -0.1
H 19.065 19.231 14.271 0.3 0.1 0.3
H 21.453 19.030 15.087 -0.8 -0.8 0.2
H 22.341 16.652 15.327 -0.6 0.6 -0.2
H 21.195 14.825 14.348 -0.4 0.7 0.3
```
Forces are in eV/Å.

total charge	-1
HOMO	-0.1661	Eh
maximum force	0.1085	Eh/bohr
lowest unoccupied orbital energy	1.901	eV
frontier orbital gap	6.42	eV
2S+1	2

(3)
C57H47KO4P4S2 | ωB97M-V with the def2-TZVPD basis set

The geometry in XYZ format:
```
115
Properties=species:S:1:pos:R:3:forces:R:3
K 1.393 0.240 1.709 -0.6 0.1 -0.3
S -1.252 2.835 -1.087 0.8 -0.2 -2.0
P -1.964 2.820 0.713 -0.7 -2.5 3.3
C -2.011 1.538 1.799 0.4 -0.5 -0.3
P -2.269 0.158 2.750 0.7 3.9 -1.6
S -1.117 -1.447 2.763 0.4 -1.0 -0.3
C -3.995 -0.339 2.580 0.8 0.7 0.9
C -4.274 -0.887 1.358 -1.1 -0.5 -0.9
C -5.604 -1.097 1.000 0.0 -0.4 -0.1
C -6.645 -0.731 1.857 0.9 0.0 0.6
C -6.307 -0.247 3.123 0.3 0.5 0.0
C -4.974 0.005 3.498 -1.0 -0.3 -0.3
C -2.130 0.822 4.444 -0.7 0.4 -0.3
C -1.972 -0.109 5.436 0.3 -0.1 0.8
C -1.490 0.279 6.677 0.2 0.0 0.7
C -1.246 1.633 6.940 0.1 -0.7 0.2
C -1.634 2.567 5.993 0.0 0.6 0.6
C -2.088 2.185 4.746 0.1 0.5 -0.5
C -1.135 4.234 1.480 0.0 0.2 0.4
C -0.103 4.080 2.393 0.9 0.3 0.6
C 0.547 5.222 2.903 0.3 -0.8 0.3
C 0.141 6.494 2.523 0.6 0.2 0.7
C -0.918 6.631 1.660 -0.7 -0.1 -0.9
C -1.551 5.509 1.129 0.3 0.2 0.2
C -3.706 3.373 0.667 0.9 0.5 -0.8
C -4.374 3.136 -0.522 -0.7 -0.1 0.0
C -5.744 3.377 -0.564 -0.8 -0.6 -1.3
C -6.459 3.754 0.561 0.5 0.0 0.0
C -5.738 4.003 1.727 -0.5 0.7 0.3
C -4.356 3.943 1.754 0.0 -0.6 0.7
H -3.429 -1.079 0.694 -0.3 -0.2 0.0
H -5.853 -1.639 0.091 0.1 0.4 -0.2
H -7.683 -0.787 1.557 0.0 -0.3 0.0
H -7.090 -0.003 3.820 -0.3 0.2 0.2
H -4.726 0.510 4.447 -0.2 -0.5 -0.6
H -2.161 -1.143 5.158 0.3 0.0 0.4
H -1.271 -0.485 7.430 0.0 0.3 -0.2
H -0.730 1.966 7.852 -0.5 -0.3 -0.3
H -1.590 3.615 6.290 0.1 0.0 -0.4
H -2.329 2.982 4.006 0.2 -1.1 0.3
H 0.245 3.078 2.709 -0.5 0.6 -0.2
H 1.384 5.095 3.616 -0.6 0.1 -0.5
H 0.651 7.389 2.909 -0.2 -0.4 -0.1
H -1.231 7.611 1.332 -0.1 0.2 0.0
H -2.364 5.563 0.417 0.0 0.4 0.0
H -3.813 2.744 -1.387 -0.4 0.3 0.5
H -6.296 3.199 -1.514 0.4 0.1 0.7
H -7.539 3.867 0.530 0.1 0.0 0.0
H -6.296 4.296 2.608 0.1 0.1 0.1
H -3.780 4.219 2.660 -0.5 -0.3 -0.6
O 2.266 0.207 -1.217 -0.2 -0.7 0.2
P 2.450 -0.770 -2.322 -0.9 1.7 0.4
C 0.917 -1.145 -3.302 0.1 -0.4 0.7
P -0.487 -1.892 -2.312 0.1 2.3 3.5
O -0.574 -1.329 -0.880 0.5 -1.3 -3.1
C -0.419 -3.670 -2.313 0.7 0.0 -0.1
C -0.175 -4.385 -3.482 0.1 -0.5 0.2
C 0.064 -5.751 -3.387 0.0 -0.2 -0.2
C 0.138 -6.366 -2.141 -0.1 0.0 0.6
C -0.134 -5.636 -0.973 -0.5 -0.2 0.0
C -0.472 -4.289 -1.060 0.3 -0.3 -0.3
C -1.928 -1.497 -3.257 -1.9 0.0 -0.6
C -2.640 -2.402 -4.073 0.4 0.7 0.1
C -3.766 -2.015 -4.780 -0.5 -0.1 0.6
C -4.346 -0.772 -4.552 -0.1 0.7 -0.1
C -3.733 0.090 -3.625 -0.1 -0.5 -0.7
C -2.538 -0.263 -2.999 0.1 0.4 -0.3
C 3.176 -2.314 -1.887 1.4 -1.3 0.1
C 3.452 -2.615 -0.539 -0.6 0.1 -0.1
C 3.984 -3.856 -0.194 0.1 -0.5 -0.5
C 4.229 -4.809 -1.189 -0.1 0.8 0.3
C 4.111 -4.449 -2.532 0.1 -0.6 -0.2
C 3.649 -3.202 -2.897 -1.2 0.5 0.2
C 3.595 0.010 -3.472 0.7 -0.1 -0.3
C 4.914 -0.465 -3.580 -0.4 0.7 -0.7
C 5.791 0.171 -4.461 1.0 -0.5 0.4
C 5.422 1.310 -5.159 -1.0 -0.2 0.2
C 4.121 1.813 -5.005 0.3 -0.2 0.5
C 3.233 1.202 -4.120 0.1 -0.1 -0.3
H 1.149 -1.749 -4.169 0.2 -0.5 -0.2
H 0.550 -0.216 -3.727 -0.2 0.3 0.3
H -0.180 -3.906 -4.466 0.1 -0.1 0.4
H 0.185 -6.341 -4.297 0.1 0.1 0.2
H 0.394 -7.426 -2.060 -0.1 0.3 -0.1
H -0.167 -6.106 0.020 0.2 0.1 -0.6
H -0.735 -3.716 -0.174 0.2 0.1 -0.1
H -2.357 -3.427 -4.147 0.4 -0.4 -0.1
H -4.274 -2.767 -5.369 0.0 0.1 -0.2
H -5.268 -0.472 -5.107 0.9 -0.3 0.7
H -4.158 1.059 -3.423 -0.1 0.2 0.1
H -2.080 0.466 -2.331 0.0 -0.1 0.1
H 3.176 -1.935 0.279 0.2 -0.1 -0.5
H 4.183 -4.101 0.846 -0.2 0.2 -0.1
H 4.500 -5.818 -0.910 0.2 0.0 0.0
H 4.344 -5.170 -3.318 0.0 0.1 0.2
H 3.541 -2.957 -3.976 0.1 -0.1 0.9
H 5.263 -1.296 -2.978 -0.1 0.0 -0.2
H 6.814 -0.252 -4.555 -0.7 0.5 0.0
H 6.104 1.815 -5.812 0.3 0.1 -0.3
H 3.821 2.709 -5.536 0.0 0.0 0.1
H 2.278 1.693 -3.912 0.1 -0.4 -0.1
O 3.685 1.162 2.873 0.0 -0.3 0.0
C 4.112 0.010 2.665 1.0 0.0 -0.5
O 3.534 -1.096 2.782 -0.4 0.1 0.0
C 5.533 -0.166 2.063 -0.9 0.2 0.5
C 6.579 -0.612 2.875 -0.7 0.3 -0.7
C 7.777 -0.950 2.294 0.3 0.3 -0.7
C 7.943 -0.813 0.914 0.2 -0.4 -0.3
C 6.888 -0.392 0.112 0.5 -0.1 0.4
C 5.688 -0.035 0.687 -0.2 0.0 0.1
H 6.384 -0.679 3.928 0.1 -0.2 0.4
H 8.595 -1.293 2.890 0.4 -0.2 0.3
H 8.882 -1.071 0.415 -0.2 0.0 0.4
H 7.017 -0.364 -0.954 0.0 0.2 -0.4
H 4.877 0.321 0.054 -0.1 -0.1 0.2
```
Forces are in eV/Å.

total charge	-2
HOMO	-0.0180	Eh
maximum force	0.0822	Eh/bohr
relative energy (zero: lowest compared OMol25 entry of this formula, charge and spin)	0.000	eV
lowest unoccupied orbital energy	3.465	eV
frontier orbital gap	3.96	eV
2S+1	1

> Which value of total charge does entry 3 give?

-2

> Which value of 2S+1 does entry 2 give?

2